Below is a 5-piece molecular cluster, C43H81N4O24P4 overall, with properties calculated with ωB97M-V/def2-TZVPD.

```
156
C43H81N4O24P4 (ωB97M-V/def2-TZVPD)
C -5.700 5.028 0.209
C -4.542 4.467 -0.755
C -3.589 3.372 0.008
O -3.470 2.235 -0.858
C -2.673 1.125 -0.305
N -3.670 0.376 0.443
C -3.370 -0.924 1.015
C -3.071 -2.331 0.316
O -3.489 -1.015 2.287
C -5.043 0.378 -0.107
C -6.159 1.191 0.757
O -5.459 -0.214 -1.132
C -2.228 0.511 -1.784
O -2.832 -0.501 -2.574
C -3.586 0.049 -3.658
N -4.394 0.758 -4.228
N -1.159 1.207 -2.214
C -0.467 0.999 -3.546
C -0.755 2.335 -4.437
O 0.420 2.750 -5.195
C 0.763 1.797 -6.200
O 1.986 1.503 -6.309
C -0.704 2.190 -1.166
C 0.844 2.710 -1.216
C 0.914 4.311 -1.560
C 0.809 5.193 -0.188
O -0.594 5.559 0.068
C -1.169 1.398 0.208
C -0.185 0.075 0.215
C 0.755 -0.101 1.488
C 0.040 -0.309 2.906
O 1.853 0.877 1.592
C 2.970 0.465 0.779
C 3.996 -0.536 1.488
C 3.697 -1.458 2.696
C 4.753 -2.463 3.353
C 6.176 -2.466 2.707
C 6.561 -1.535 1.503
C 5.475 -0.589 0.923
N -0.738 2.317 1.228
C -1.413 2.641 2.280
C -0.979 4.096 2.895
C -2.568 1.933 3.114
H -6.102 6.002 -0.269
H -6.597 4.325 0.323
H -5.287 5.331 1.244
H -3.864 5.292 -1.169
H -5.038 3.893 -1.622
H -4.113 3.164 1.002
H -2.581 3.913 0.166
H -2.153 -2.777 0.870
H -2.783 -2.294 -0.784
H -3.942 -3.044 0.531
H -5.694 1.478 1.777
H -7.018 0.446 0.979
H -6.510 2.124 0.197
H -0.942 0.132 -4.129
H 0.645 0.775 -3.412
H -1.634 2.187 -5.173
H -1.046 3.242 -3.783
H 0.029 1.323 -6.942
H -1.219 3.214 -1.352
H 1.386 2.601 -0.219
H 1.471 2.193 -2.019
H 1.990 4.502 -1.949
H 0.130 4.640 -2.324
H 1.242 4.633 0.713
H 1.448 6.148 -0.311
H -0.954 5.806 -0.813
H 0.539 0.070 -0.693
H -0.785 -0.906 0.101
H 1.323 -1.102 1.302
H -0.987 -0.768 2.703
H 0.001 0.649 3.551
H 0.599 -1.081 3.568
H 2.645 -0.033 -0.218
H 3.586 1.395 0.464
H 2.649 -1.461 3.143
H 4.426 -3.122 4.230
H 6.944 -3.180 3.178
H 7.619 -1.600 1.082
H 5.764 0.069 0.039
H -1.680 4.883 2.438
H -1.144 4.113 4.029
H 0.107 4.358 2.607
H -2.843 2.567 4.049
H -2.319 0.900 3.535
H -3.575 1.823 2.558
C 5.295 -7.114 1.069
O 6.122 -5.964 0.878
P 6.968 -5.905 -0.621
O 8.218 -5.399 0.077
O 6.058 -4.613 -1.089
C 4.675 -4.821 -1.339
O 7.791 -5.903 -2.131
C 7.025 -6.252 -3.278
H 5.461 -7.505 2.075
H 4.247 -6.825 0.969
H 5.523 -7.895 0.342
H 4.100 -4.532 -0.455
H 4.465 -5.868 -1.583
H 4.370 -4.196 -2.181
H 6.488 -5.374 -3.646
H 6.317 -7.051 -3.047
H 7.704 -6.595 -4.061
C 3.910 1.485 5.846
O 2.833 0.547 5.902
P 3.032 -0.752 7.018
O 2.470 -1.731 6.002
O 1.796 -0.154 7.930
C 1.997 1.077 8.610
O 3.255 -2.028 8.147
C 3.734 -1.667 9.438
H 4.142 1.692 4.799
H 3.606 2.414 6.332
H 4.806 1.098 6.338
H 1.565 1.891 8.022
H 3.061 1.273 8.776
H 1.493 1.032 9.577
H 2.899 -1.348 10.066
H 4.476 -0.869 9.370
H 4.197 -2.542 9.896
C -5.203 5.763 -5.732
O -5.711 5.940 -4.409
P -5.612 7.542 -3.780
O -5.171 7.039 -2.417
O -7.255 7.652 -3.812
C -7.904 7.655 -5.077
O -5.499 9.179 -3.268
C -5.901 10.174 -4.204
H -4.582 4.865 -5.755
H -6.037 5.634 -6.425
H -4.601 6.618 -6.050
H -8.261 6.647 -5.304
H -7.231 7.990 -5.872
H -8.759 8.332 -5.033
H -6.985 10.306 -4.161
H -5.599 9.903 -5.218
H -5.427 11.120 -3.935
C 0.529 -10.449 0.108
O 1.346 -9.288 -0.058
P 2.228 -9.201 -1.535
O 3.470 -8.690 -0.827
O 1.304 -7.920 -2.006
C -0.075 -8.145 -2.265
O 3.030 -9.198 -3.055
C 2.252 -9.553 -4.193
H 0.678 -10.844 1.115
H -0.521 -10.174 -0.012
H 0.782 -11.226 -0.618
H -0.659 -7.865 -1.384
H -0.270 -9.193 -2.513
H -0.382 -7.522 -3.107
H 1.706 -8.678 -4.556
H 1.552 -10.355 -3.953
H 2.923 -9.894 -4.984
```

Calculated values
- E_LUMO (eV) = -4.5
- Kohn-Sham gap (eV) = 5.2
- HOMO level (eV) = -9.667
- net charge = +1

Atom charges from the Löwdin analysis, given in e for atoms 1 to 6: number 1, C, carries -0.112; number 2, C, carries -0.180; number 3, C, carries -0.180; number 4, O, carries -0.108; number 5, C, carries -0.201; number 6, N, carries 0.055


Below is one molecule with the formula C6H13N, with properties calculated with ωB97M-V/def2-TZVPD.

```
20
C6H13N (ωB97M-V/def2-TZVPD)
C 0.033 -0.594 -2.132
N 0.562 -0.337 -0.825
C -0.366 0.326 0.078
C 0.143 0.350 1.501
C -0.548 1.350 2.360
C -1.008 1.115 3.576
C 1.063 -1.255 -3.036
H -0.330 0.325 -2.576
H -0.860 -1.251 -2.118
H 0.942 -1.197 -0.448
H -0.513 1.339 -0.305
H -1.365 -0.109 -0.004
H 0.131 -0.656 1.927
H 1.211 0.549 1.429
H -0.698 2.357 1.993
H -1.508 1.844 4.200
H -0.931 0.156 4.081
H 0.617 -1.610 -3.947
H 1.913 -0.594 -3.238
H 1.511 -2.109 -2.515
```

Calculated values
- E_LUMO (eV) = 1.2
- Kohn-Sham gap (eV) = 9.9
- energy relative to the best compared isomer or geometry (same formula, charge and spin) (kcal/mol) = 19.05
- HOMO level (eV) = -8.726

Atom charges from the Löwdin analysis, given in e for atoms 1 to 6: number 1, C, carries -0.329; number 2, N, carries -0.095; number 3, C, carries -0.260; number 4, C, carries -0.213; number 5, C, carries -0.193; number 6, C, carries -0.008


Below is one molecule with the formula H3N2OP, with properties calculated with ωB97M-V/def2-TZVPD.

```
7
H3N2OP (ωB97M-V/def2-TZVPD)
N -0.103 0.357 -0.238
N 0.685 -0.628 0.453
O -1.100 1.353 -2.218
P 0.181 0.439 -1.812
H 0.509 -0.363 1.413
H 1.653 -0.343 0.297
H -1.631 1.781 -1.515
```

Calculated values
- E_LUMO (eV) = 0.2
- Kohn-Sham gap (eV) = 9.0
- energy relative to the best compared isomer or geometry (same formula, charge and spin) (kcal/mol) = 12.80
- HOMO level (eV) = -8.815

Atom charges from the Löwdin analysis, given in e for atoms 1 to 6: number 1, N, carries -0.401; number 2, N, carries -0.132; number 3, O, carries -0.419; number 4, P, carries 0.804; number 5, H, carries 0.050; number 6, H, carries 0.043